Record 1
Computed, not measured: a cluster of 6 separate species, C40H91N5O in total in a non-equilibrium geometry, with the ωB97M-V functional and the def2-TZVPD basis.

The geometry in XYZ format:
```
137
C40H91N5O (the ωB97M-V functional and the def2-TZVPD basis)
O -11.0108 -8.4330 -20.8482
H -11.9273 -8.2243 -21.1146
C -6.3197 -2.1460 -20.4557
C -7.7225 -2.1110 -19.8192
C -8.0000 -3.4225 -19.1091
N -9.1112 -3.5140 -18.0008
C -10.4866 -3.2273 -18.6489
C -8.8464 -2.3859 -16.8921
C -8.8031 -2.9828 -15.5021
C -8.5537 -4.4360 -15.7403
C -9.1199 -4.8072 -17.1153
H -5.5107 -2.4133 -19.7758
H -5.8048 -1.3238 -20.9526
H -6.1788 -2.9952 -21.1243
H -8.5455 -1.8996 -20.5019
H -7.6732 -1.2630 -19.1360
H -7.1189 -3.6915 -18.5265
H -8.3150 -4.1755 -19.8314
H -10.6951 -4.1984 -19.0980
H -10.2472 -2.3647 -19.2706
H -11.1882 -3.0795 -17.8279
H -9.5199 -1.5322 -16.9672
H -7.8543 -1.9663 -17.0587
H -9.7502 -3.0013 -14.9629
H -8.0343 -2.6032 -14.8291
H -9.1318 -5.0461 -15.0463
H -7.5931 -4.8930 -15.5025
H -10.1590 -5.1315 -17.1711
H -8.5833 -5.6717 -17.5063
C -9.5121 -17.8996 -19.1386
C -10.3675 -17.1255 -18.0655
C -9.4510 -16.4900 -17.0019
N -10.1226 -15.4191 -16.1813
C -11.3628 -15.9646 -15.5035
C -10.5292 -14.1853 -17.0214
C -10.6640 -13.1002 -15.9351
C -9.5057 -13.2515 -15.0455
C -9.2214 -14.8075 -15.0821
H -8.7111 -18.3967 -18.5914
H -9.2441 -17.2050 -19.9346
H -10.0814 -18.6695 -19.6594
H -11.0886 -17.7482 -17.5361
H -11.0128 -16.3829 -18.5347
H -8.5868 -15.9289 -17.3575
H -9.1073 -17.2448 -16.2946
H -11.8302 -15.3159 -14.7626
H -11.1939 -16.9944 -15.1890
H -12.0188 -16.0917 -16.3646
H -11.4863 -14.4315 -17.4813
H -9.7818 -13.9888 -17.7900
H -11.6357 -13.1541 -15.4440
H -10.6292 -12.1326 -16.4358
H -9.6236 -12.9390 -14.0080
H -8.6657 -12.6587 -15.4074
H -9.3919 -15.2818 -14.1157
H -8.1972 -14.9275 -15.4353
C -20.6291 -4.9975 -15.6160
C -19.3611 -5.5145 -16.3882
C -19.6283 -6.7333 -17.3091
N -18.5743 -7.3286 -18.2162
C -17.2698 -7.7960 -17.4217
C -19.1984 -8.4833 -19.0714
C -18.4460 -8.4849 -20.4050
C -17.5772 -7.2390 -20.4321
C -18.1067 -6.3274 -19.3681
H -20.8125 -5.7274 -14.8275
H -21.5015 -4.9837 -16.2693
H -20.5993 -4.0106 -15.1543
H -18.6010 -5.8285 -15.6729
H -18.9148 -4.6900 -16.9442
H -20.2898 -6.3928 -18.1057
H -20.1155 -7.6184 -16.9003
H -17.5760 -8.5978 -16.7497
H -16.8110 -7.0451 -16.7784
H -16.6709 -8.2449 -18.2141
H -19.0957 -9.3282 -18.3905
H -20.2366 -8.2904 -19.3416
H -17.9420 -9.4251 -20.6288
H -19.1571 -8.4218 -21.2287
H -16.4983 -7.3848 -20.3784
H -17.8149 -6.8748 -21.4316
H -17.3712 -5.7043 -18.8594
H -18.8823 -5.7279 -19.8448
C -0.9813 -7.3480 -20.7447
C -2.4706 -7.8779 -20.7500
C -2.5795 -9.4294 -20.6968
N -4.0068 -10.0127 -21.0598
C -5.0386 -9.4171 -19.9749
C -3.8545 -11.5532 -20.9048
C -4.6762 -12.1653 -22.0270
C -5.3134 -11.0680 -22.7878
C -4.5931 -9.7026 -22.4992
H -0.2370 -7.8927 -21.3256
H -0.7386 -7.2901 -19.6837
H -0.9394 -6.2801 -20.9587
H -2.9778 -7.7556 -21.7070
H -3.1698 -7.3957 -20.0668
H -2.4537 -9.9041 -19.7237
H -1.9220 -9.9151 -21.4178
H -4.5349 -9.4683 -19.0096
H -5.9391 -10.0146 -20.1164
H -5.2420 -8.3923 -20.2856
H -4.3101 -11.9608 -20.0024
H -2.8347 -11.9350 -20.8566
H -5.3843 -12.9133 -21.6705
H -4.0550 -12.7566 -22.6998
H -6.3315 -10.9802 -22.4086
H -5.3352 -11.2113 -23.8681
H -5.2968 -8.8962 -22.7057
H -3.7493 -9.6143 -23.1836
C -11.2373 -6.7898 -25.7680
C -12.3542 -7.5648 -26.3420
C -11.7819 -8.8583 -26.8756
N -12.7005 -10.0937 -26.9358
C -13.9994 -9.6281 -27.7340
C -13.1504 -10.5776 -25.4619
C -13.5602 -12.0487 -25.6000
C -13.0866 -12.4862 -27.0432
C -12.1685 -11.3728 -27.5937
H -10.9580 -5.9637 -26.4220
H -10.3443 -7.3073 -25.4174
H -11.6701 -6.4415 -24.8302
H -12.6747 -6.9744 -27.2004
H -13.1475 -7.6829 -25.6039
H -10.9561 -9.3453 -26.3571
H -11.3601 -8.6873 -27.8660
H -14.3372 -8.7796 -27.1390
H -14.7151 -10.4466 -27.8118
H -13.5869 -9.1605 -28.6281
H -13.8469 -9.9515 -24.9042
H -12.2653 -10.6834 -24.8345
H -14.6298 -12.1261 -25.4049
H -13.0810 -12.6978 -24.8670
H -13.9301 -12.6392 -27.7163
H -12.5750 -13.4482 -27.0118
H -12.2739 -11.2191 -28.6676
H -11.1648 -11.6580 -27.2785
```

* total charge: +4
* HOMO level: -11.7 eV
* orbital gap: 5.2 eV


Record 2
Computed, not measured: a cluster of 4 separate species, C24H28BF4O4S in total in a non-equilibrium geometry, with the ωB97M-V functional and the def2-TZVPD basis.

The geometry in XYZ format:
```
62
C24H28BF4O4S (the ωB97M-V functional and the def2-TZVPD basis)
C 3.6557 -3.3707 2.0244
O 2.4053 -2.9873 2.6575
B 2.3912 -2.0529 3.5970
O 3.4007 -1.5997 4.3727
S 0.5946 -1.3905 3.9377
C -0.4345 -2.8799 3.6111
O -1.4957 -2.8042 4.4965
C -2.6156 -3.5764 4.0493
C -3.6719 -2.7859 3.3595
O -2.6178 -4.7407 4.2554
C 0.1469 -0.3233 2.4849
F -1.1795 -0.4894 2.3603
F 0.7367 -0.7499 1.3559
C 0.5059 1.1824 2.7259
F -0.5836 1.9245 2.4854
F 0.8942 1.3370 4.0180
H 3.4103 -3.6428 1.0026
H 4.0677 -4.2351 2.5364
H 4.3608 -2.5459 2.0198
H 3.7037 -0.7244 4.0823
H 0.2194 -3.7382 3.7760
H -0.7205 -2.8629 2.5566
H -3.8833 -3.2693 2.4075
H -3.3755 -1.7563 3.1835
H -4.5774 -2.7875 3.9643
H 1.3104 1.4804 2.0510
C 6.8993 2.3245 4.3756
C 7.4008 2.8914 3.2129
C 6.5652 3.1098 2.1257
C 5.2240 2.7665 2.2022
C 4.7229 2.2029 3.3684
C 5.5576 1.9791 4.4543
H 7.5523 2.1534 5.2207
H 8.4455 3.1649 3.1536
H 6.9594 3.5505 1.2200
H 4.5718 2.9440 1.3566
H 3.6694 1.9449 3.4348
H 5.1676 1.5382 5.3639
C -1.0090 -0.7543 -1.5420
C -0.4912 -0.3745 -2.7725
C -1.3382 -0.2196 -3.8604
C -2.7014 -0.4382 -3.7172
C -3.2192 -0.8152 -2.4863
C -2.3721 -0.9756 -1.3994
H -0.3480 -0.8805 -0.6986
H 0.5711 -0.2001 -2.8851
H -0.9354 0.0713 -4.8219
H -3.3610 -0.3124 -4.5658
H -4.2822 -0.9831 -2.3759
H -2.7774 -1.2728 -0.4393
C -3.9230 1.0717 -7.4589
C -3.5808 2.0399 -6.5250
C -4.4108 3.1330 -6.3196
C -5.5866 3.2551 -7.0461
C -5.9304 2.2862 -7.9786
C -5.0982 1.1956 -8.1868
H -3.2735 0.2206 -7.6217
H -2.6644 1.9438 -5.9559
H -4.1410 3.8898 -5.5946
H -6.2354 4.1061 -6.8862
H -6.8476 2.3820 -8.5445
H -5.3643 0.4432 -8.9175
```

* total charge: +1
* HOMO level: -10.7 eV
* orbital gap: 6.6 eV


Record 3
Computed, not measured: a structure of composition C3H7N3OS in a non-equilibrium geometry, with the ωB97M-V functional and the def2-TZVPD basis.

The geometry in XYZ format:
```
15
C3H7N3OS (the ωB97M-V functional and the def2-TZVPD basis)
C 0.5567 0.1490 -0.0852
C -0.8490 0.0508 0.0187
C -1.9102 -0.8872 -0.7193
H 3.1706 0.4290 0.4107
H 0.9985 -1.6065 0.8442
H 1.4643 3.0206 0.5105
H -1.2552 1.1060 -0.0182
H -1.6528 -1.5561 -1.5413
H -2.6889 -0.0959 -0.9612
H -2.1489 -0.7697 1.5058
N 1.1344 -1.0799 -0.1706
N 1.2634 1.1186 -0.4373
N -1.5868 -1.2053 0.6429
O 0.6965 2.4929 0.0718
S 2.8075 -1.1663 -0.0716
```

* HOMO level: -8.5 eV
* orbital gap: 9.0 eV


Record 4
Computed, not measured: a cluster of 2 separate species, C22H35BrN5O4 in total in a non-equilibrium geometry, with the ωB97M-V functional and the def2-TZVPD basis.

The geometry in XYZ format:
```
67
C22H35BrN5O4 (the ωB97M-V functional and the def2-TZVPD basis)
C -2.5075 0.3986 -3.6351
C -1.9927 0.8801 -2.1768
O -1.0551 0.1957 -1.6755
O -2.6048 1.9916 -1.5343
C -1.6139 2.7313 -0.7392
C -1.8751 2.3166 0.7892
N -0.6675 2.2866 1.6597
C 0.6107 2.5547 1.4401
C 1.3864 2.2901 2.8502
C 2.9877 2.1445 2.8379
C 3.7131 2.6688 1.5082
C 4.0464 1.5346 0.4216
C 4.6913 0.1953 1.0200
N 3.5552 -0.7412 1.3448
C 3.9116 -2.1567 1.1230
N 3.8173 -2.6820 -0.0831
N 4.3297 -3.0220 2.2575
C 0.4855 1.0523 3.3172
Br 0.3174 -0.4990 2.0622
C 0.6944 0.3971 4.7518
C -0.0860 0.9596 6.0045
C 0.2347 0.1314 7.2889
C 1.1688 -1.0876 7.3653
N 1.8676 -1.5333 6.2126
C 1.6040 -0.8157 5.0228
C -0.9474 1.7974 3.0737
H -2.9355 1.2503 -4.2580
H -1.6336 -0.0418 -4.2376
H -3.3065 -0.4147 -3.5721
H -1.9427 3.8356 -0.8366
H -0.5482 2.5761 -1.1088
H -2.6238 3.0442 1.2686
H -2.3999 1.2860 0.7999
H 1.0369 2.9027 0.4421
H 1.2210 3.3148 3.3688
H 3.2374 1.0729 3.1375
H 3.3745 2.8105 3.7017
H 4.7200 3.1363 1.8357
H 3.1538 3.5211 0.9719
H 4.8436 1.9891 -0.2847
H 3.1161 1.3775 -0.2230
H 5.2945 0.4044 1.9852
H 5.4129 -0.3367 0.3096
H 2.7887 -0.5511 0.6803
H 4.0977 -3.6798 0.0051
H 4.7549 -2.4256 2.9966
H 3.4356 -3.3336 2.6970
H -0.7931 1.8466 5.9651
H -0.3069 0.4376 8.2556
H 1.3244 -1.6616 8.3456
H 2.1657 -1.2043 4.0908
H -1.0360 2.7571 3.7140
H -1.7681 1.0142 3.1595
O -3.7679 -0.1328 -6.1713
C -4.1210 -1.2184 -6.5772
O -4.5446 -2.1507 -5.7037
C -5.1513 -3.3974 -6.0829
C -4.0991 -4.4426 -6.3935
C -4.0207 -1.5685 -8.0332
H -5.8595 -3.2558 -6.9027
H -5.7388 -3.7252 -5.2221
H -3.4767 -4.1488 -7.2412
H -4.5672 -5.4024 -6.6260
H -3.4294 -4.5751 -5.5401
H -3.0000 -1.8842 -8.2527
H -4.2579 -0.6773 -8.6192
H -4.7211 -2.3381 -8.3518
```

* total charge: +1
* HOMO level: -11.7 eV
* orbital gap: 7.7 eV


Record 5
Computed, not measured: a cluster of 2 separate species, C2H3ClN2 in total in a non-equilibrium geometry, with the ωB97M-V functional and the def2-TZVPD basis.

The geometry in XYZ format:
```
8
C2H3ClN2 (the ωB97M-V functional and the def2-TZVPD basis)
C -0.2928 0.5358 -0.5975
C 1.0350 0.2021 -0.0235
N -2.3830 -1.8567 0.0742
N -1.5272 -1.1617 0.1615
Cl -1.0112 1.8630 0.1502
H 1.1456 0.3857 1.0473
H 1.7426 0.8587 -0.5389
H 1.2911 -0.8268 -0.2733
```

* HOMO level: -8.5 eV
* orbital gap: 8.4 eV


Please write out number 4 again, unchanged.
Computed, not measured: a cluster of 2 separate species, C22H35BrN5O4 in total in a non-equilibrium geometry, with the ωB97M-V functional and the def2-TZVPD basis.

The geometry in XYZ format:
```
67
C22H35BrN5O4 (the ωB97M-V functional and the def2-TZVPD basis)
C -2.5075 0.3986 -3.6351
C -1.9927 0.8801 -2.1768
O -1.0551 0.1957 -1.6755
O -2.6048 1.9916 -1.5343
C -1.6139 2.7313 -0.7392
C -1.8751 2.3166 0.7892
N -0.6675 2.2866 1.6597
C 0.6107 2.5547 1.4401
C 1.3864 2.2901 2.8502
C 2.9877 2.1445 2.8379
C 3.7131 2.6688 1.5082
C 4.0464 1.5346 0.4216
C 4.6913 0.1953 1.0200
N 3.5552 -0.7412 1.3448
C 3.9116 -2.1567 1.1230
N 3.8173 -2.6820 -0.0831
N 4.3297 -3.0220 2.2575
C 0.4855 1.0523 3.3172
Br 0.3174 -0.4990 2.0622
C 0.6944 0.3971 4.7518
C -0.0860 0.9596 6.0045
C 0.2347 0.1314 7.2889
C 1.1688 -1.0876 7.3653
N 1.8676 -1.5333 6.2126
C 1.6040 -0.8157 5.0228
C -0.9474 1.7974 3.0737
H -2.9355 1.2503 -4.2580
H -1.6336 -0.0418 -4.2376
H -3.3065 -0.4147 -3.5721
H -1.9427 3.8356 -0.8366
H -0.5482 2.5761 -1.1088
H -2.6238 3.0442 1.2686
H -2.3999 1.2860 0.7999
H 1.0369 2.9027 0.4421
H 1.2210 3.3148 3.3688
H 3.2374 1.0729 3.1375
H 3.3745 2.8105 3.7017
H 4.7200 3.1363 1.8357
H 3.1538 3.5211 0.9719
H 4.8436 1.9891 -0.2847
H 3.1161 1.3775 -0.2230
H 5.2945 0.4044 1.9852
H 5.4129 -0.3367 0.3096
H 2.7887 -0.5511 0.6803
H 4.0977 -3.6798 0.0051
H 4.7549 -2.4256 2.9966
H 3.4356 -3.3336 2.6970
H -0.7931 1.8466 5.9651
H -0.3069 0.4376 8.2556
H 1.3244 -1.6616 8.3456
H 2.1657 -1.2043 4.0908
H -1.0360 2.7571 3.7140
H -1.7681 1.0142 3.1595
O -3.7679 -0.1328 -6.1713
C -4.1210 -1.2184 -6.5772
O -4.5446 -2.1507 -5.7037
C -5.1513 -3.3974 -6.0829
C -4.0991 -4.4426 -6.3935
C -4.0207 -1.5685 -8.0332
H -5.8595 -3.2558 -6.9027
H -5.7388 -3.7252 -5.2221
H -3.4767 -4.1488 -7.2412
H -4.5672 -5.4024 -6.6260
H -3.4294 -4.5751 -5.5401
H -3.0000 -1.8842 -8.2527
H -4.2579 -0.6773 -8.6192
H -4.7211 -2.3381 -8.3518
```

* total charge: +1
* HOMO level: -11.7 eV
* orbital gap: 7.7 eV


Q: orbital gap of number 5 (C2H3ClN2)?
A: 8.4 eV